[1]
Density functional theory data (ωB97M-V with the def2-TZVPD basis set) for a cluster of 2 separate species, C8H8NOPS2 in total in a non-equilibrium geometry.

Structure (ORCA input):
```
! wB97M-V def2-TZVPD RIJCOSX def2/J DEFGRID3
* xyz 0 1
C -3.03074 -1.72895 -0.18775
C 3.46604 0.75818 -0.88467
C -1.84093 -1.13026 0.36797
C 2.28052 1.53189 -0.68218
C -3.56418 -0.89722 -1.12363
C 3.21553 -0.58339 -0.77251
C -1.57177 0.12223 -0.16618
C 1.18506 0.72545 -0.48603
N 0.09340 -0.10307 2.98514
O -0.69815 2.68834 0.02950
P -0.32551 1.28176 0.25796
S -2.75623 0.63994 -1.35577
S 1.63212 -0.96762 -0.34712
H -3.37583 -2.76614 0.13563
H 4.42127 0.96408 -1.20531
H -1.29956 -1.55746 1.14317
H 2.28743 2.59865 -0.86855
H -4.16780 -1.24987 -1.94169
H 3.83384 -1.35173 -0.91531
H 0.90432 0.43966 2.77585
H -0.68881 0.58552 3.24145
*
```

**M**: 229.266 g mol⁻¹
**Energy above the lowest of the compared OMol25 structures with the same formula, charge and spin**: 387.9 kJ/mol
**DFT total energy**: -1577.224809 Ha
**LUMO energy**: -1.780 eV
**Max |F|**: 0.0744 hartree/bohr
**Kohn-Sham gap**: 6.133 eV


[2]
Density functional theory data (ωB97M-V with the def2-TZVPD basis set) for the molecule C8H8O2S in a non-equilibrium geometry.

Structure (ORCA input):
```
! wB97M-V def2-TZVPD RIJCOSX def2/J DEFGRID3
* xyz 0 1
C 2.80645 -2.38861 0.46337
C -0.07835 -1.23581 0.07540
C -1.52053 -1.32289 0.31860
C -2.41694 -0.29765 0.04554
C -2.01491 1.02579 -0.21827
C -0.58557 1.21475 -0.29570
C 0.35532 0.16859 -0.19156
C -0.21077 2.55503 -0.36148
H 3.08244 -3.60520 0.91676
H 2.98489 -1.89298 1.53235
H 3.39331 -1.91827 -0.36059
H -1.98621 -2.35392 0.46712
H -3.41995 -0.30610 0.43226
H -2.48227 2.05297 0.01842
H 1.34524 0.49557 -0.44214
H -0.19307 4.16170 -1.35847
O -0.94782 3.57494 -0.94002
O 1.01192 2.79569 -0.15117
S 0.87682 -2.72358 0.04957
*
```

**M**: 168.217 g mol⁻¹
**Structure (SMILES)**: CSc1cccc(C(=O)O)c1
**Energy above the lowest of the compared OMol25 structures with the same formula, charge and spin**: 328.7 kJ/mol
**DFT total energy**: -858.202430 Ha
**LUMO energy**: -0.099 eV
**Max |F|**: 0.1502 hartree/bohr
**Kohn-Sham gap**: 8.405 eV


[3]
Density functional theory data (ωB97M-V with the def2-TZVPD basis set) for the molecule C8H8O3 in a non-equilibrium geometry.

Structure (ORCA input):
```
! wB97M-V def2-TZVPD RIJCOSX def2/J DEFGRID3
* xyz 0 1
C 2.93132 -0.35434 0.04032
C 1.52082 -1.01168 0.00906
C 0.24753 -0.23646 0.21088
C -0.83465 -1.09186 0.33904
C -2.11624 -0.59725 0.10516
C -2.37896 0.79145 -0.04873
C -1.21477 1.61716 -0.05449
C 0.03600 1.14235 0.18323
H 3.08256 0.50375 -0.71117
H 3.64499 -1.26705 -0.19587
H 3.01468 0.11658 1.06615
H -0.61930 -2.16698 0.65287
H -2.94445 -2.39309 -0.43342
H -3.45544 1.13864 -0.33131
H -1.54234 2.70613 -0.11400
H 0.99315 2.86400 -0.59094
O 1.62770 -2.25980 -0.19607
O -3.21551 -1.44588 -0.00894
O 1.22290 1.94434 0.07824
*
```

**M**: 152.149 g mol⁻¹
**Structure (SMILES)**: CC(=O)c1cc(O)ccc1O
**Energy above the lowest of the compared OMol25 structures with the same formula, charge and spin**: 302.2 kJ/mol
**DFT total energy**: -535.276523 Ha
**LUMO energy**: -0.080 eV
**Max |F|**: 0.1049 hartree/bohr
**Kohn-Sham gap**: 8.704 eV


[4]
Density functional theory data (ωB97M-V with the def2-TZVPD basis set) for a cluster of 2 separate species, C8H8O6PS in total in a non-equilibrium geometry.

Structure (ORCA input):
```
! wB97M-V def2-TZVPD RIJCOSX def2/J DEFGRID3
* xyz 1 1
C -4.68522 -0.64173 4.69021
C -3.95426 -0.72258 3.58234
S -3.36685 -0.67831 1.80003
P -1.52705 0.46290 1.76275
O -1.77565 2.10882 1.34950
O -0.64463 0.25769 3.21234
H -5.39141 -0.20917 5.50755
H -4.31185 0.06344 1.05269
H -2.66313 2.42348 1.66890
H -0.73665 1.01941 3.83904
C 1.94406 -1.51122 -1.28113
C 3.02633 -1.35550 -2.04812
C 3.23963 -0.11436 -2.84583
O 4.24712 0.00384 -3.52073
C 2.20663 0.92744 -2.78625
C 1.12436 0.76926 -2.02248
C 0.92515 -0.46012 -1.20390
O -0.07175 -0.56504 -0.49892
O 0.15383 1.73240 -1.96118
O 3.98024 -2.32767 -2.13017
H 1.77804 -2.40590 -0.69548
H 2.36449 1.81574 -3.38348
H -0.51904 1.38410 -1.34376
H 4.65763 -1.97692 -2.74390
*
```

**M**: 263.187 g mol⁻¹
**DFT total energy**: -1500.185817 Ha
**LUMO energy**: -5.256 eV
**Max |F|**: 0.1454 hartree/bohr
**Kohn-Sham gap**: 6.724 eV


[5]
Density functional theory data (ωB97M-V with the def2-TZVPD basis set) for a structure of composition C8H8O6Tl in a non-equilibrium geometry.

Structure (ORCA input):
```
! wB97M-V def2-TZVPD RIJCOSX def2/J DEFGRID3
* xyz 0 2
Tl 1.90587 1.34887 -0.82340
C 1.41771 -3.57534 -2.15149
C 1.36659 -2.33591 -1.50740
C 0.83236 -2.26857 -0.00898
O 1.01572 -1.17436 0.58456
C 0.27637 -3.46929 0.59125
C 0.19283 -4.59117 -0.17302
C 0.74512 -4.63037 -1.60743
O 0.89571 -5.80214 -2.22579
O -0.17690 -5.66193 0.41993
O 1.80443 -1.35626 -2.01566
H 1.87052 -3.71169 -3.12245
H -0.02253 -3.41224 1.62750
C -1.29358 3.73560 0.14967
C -1.52519 4.51960 1.45023
O -1.20211 3.71618 2.50696
O 0.09766 3.52491 0.02066
H -1.73322 4.31713 -0.66066
H -1.93449 2.85832 0.06175
H -2.56904 4.83261 1.47256
H -0.87722 5.37857 1.27580
H -1.50864 4.28979 3.21308
H 0.42199 3.46775 0.92241
*
```

**M**: 404.529 g mol⁻¹
**⟨S²⟩**: 0.82
**DFT total energy**: -933.424706 Ha
**LUMO energy (spin up / spin down)**: -1.156 / -2.167 eV
**Max |F|**: 0.1201 hartree/bohr
**Kohn-Sham gap (spin up / spin down)**: 6.953 / 5.194 eV


[6]
Density functional theory data (ωB97M-V with the def2-TZVPD basis set) for the molecule C8H8S in a non-equilibrium geometry.

Structure (ORCA input):
```
! wB97M-V def2-TZVPD RIJCOSX def2/J DEFGRID3
* xyz 0 1
C 0.73422 0.64344 -1.78774
C -0.27363 1.50263 -1.63329
C -1.13759 2.18510 -0.95340
C 1.29917 -1.07062 0.00011
C -0.71923 -1.34107 1.83636
C 0.42886 -0.47740 1.17705
C 0.44331 -0.62496 -1.19338
C -0.99592 -0.32283 0.74482
S -1.22571 -0.91048 -0.92973
H 1.64525 0.90453 -2.35222
H -1.04902 2.68324 0.00298
H -2.18120 2.39249 -1.43438
H 2.33916 -0.52693 0.05025
H 1.53253 -2.12102 0.29164
H -0.75319 -2.44194 1.88432
H -1.08293 -0.87326 2.76704
H 0.99592 0.39907 1.52956
*
```

**M**: 136.219 g mol⁻¹
**Energy above the lowest of the compared OMol25 structures with the same formula, charge and spin**: 564.7 kJ/mol
**DFT total energy**: -707.549903 Ha
**LUMO energy (spin up / spin down)**: -0.423 / -0.559 eV
**Max |F|**: 0.0732 hartree/bohr
**Kohn-Sham gap (spin up / spin down)**: 7.600 / 7.048 eV


[7]
Density functional theory data (ωB97M-V with the def2-TZVPD basis set) for a structure of composition C8H8S2Si in a non-equilibrium geometry.

Structure (ORCA input):
```
! wB97M-V def2-TZVPD RIJCOSX def2/J DEFGRID3
* xyz 0 1
C 1.97112 -2.17644 0.55748
C -0.65760 2.20539 -0.78749
C -0.55423 -1.87032 -0.02793
C 3.04168 -1.32431 0.16067
C -0.04874 2.97142 0.15522
C 0.65980 -1.84001 0.42810
C -0.15840 0.77442 -0.70876
C 1.17049 0.75545 -0.00553
Si -1.28170 -0.19234 0.55301
S 2.74485 0.28261 -0.54794
S 1.34336 2.24407 0.82226
H 2.18853 -2.95314 1.26221
H -1.68047 2.47372 -1.22006
H -1.05137 -2.82769 -0.49456
H 3.91839 -1.67730 -0.20672
H -0.21234 4.00492 0.30396
H -0.24390 0.18725 -1.65589
H -2.69709 0.40870 0.47899
H -0.66005 0.27494 1.82232
*
```

**M**: 196.372 g mol⁻¹
**Energy above the lowest of the compared OMol25 structures with the same formula, charge and spin**: 375.0 kJ/mol
**DFT total energy**: -1395.301163 Ha
**LUMO energy (spin up / spin down)**: -0.507 / -0.444 eV
**Max |F|**: 0.0888 hartree/bohr
**Kohn-Sham gap (spin up / spin down)**: 6.443 / 6.369 eV


[8]
Density functional theory data (ωB97M-V with the def2-TZVPD basis set) for the molecule C8H8Si in a non-equilibrium geometry.

Structure (ORCA input):
```
! wB97M-V def2-TZVPD RIJCOSX def2/J DEFGRID3
* xyz 0 1
C -1.61825 0.95947 -0.59051
C -1.45340 0.97998 -1.97266
C -0.50606 0.59045 0.20081
C -0.23691 0.38097 -2.48892
C 0.71156 0.20291 -0.31046
C 0.83498 0.03117 -1.71248
C 1.73450 -0.03086 0.58324
C 1.53440 -0.62724 1.80236
Si -0.05376 -1.45765 2.44427
H -2.42691 1.44464 -0.03561
H -2.23233 1.09076 -2.79232
H -0.55192 0.65410 1.26094
H -0.13711 0.32165 -3.59626
H 2.72460 0.33782 0.05622
H 2.30611 -0.57996 2.46443
H 0.53241 -2.50255 3.16636
H -1.16190 -1.79566 1.52058
*
```

**M**: 132.238 g mol⁻¹
**Energy above the lowest of the compared OMol25 structures with the same formula, charge and spin**: 309.8 kJ/mol
**DFT total energy**: -598.909659 Ha
**LUMO energy (spin up / spin down)**: -0.983 / -0.955 eV
**Max |F|**: 0.0789 hartree/bohr
**Kohn-Sham gap (spin up / spin down)**: 7.907 / 6.408 eV


[9]
Density functional theory data (ωB97M-V with the def2-TZVPD basis set) for the molecule C8H9B.

Structure (ORCA input):
```
! wB97M-V def2-TZVPD RIJCOSX def2/J DEFGRID3
* xyz 0 1
B -1.41515 0.00008 0.00005
C 2.92762 -0.00004 -0.00003
C 2.23267 -1.19914 0.00006
C 2.23276 1.19911 -0.00008
C 0.85071 -1.19725 0.00010
C 0.85079 1.19732 -0.00002
C 0.12297 0.00006 0.00007
C -2.74480 -0.76826 -0.00023
C -2.74489 0.76826 0.00020
H 4.00832 -0.00009 -0.00006
H 2.77328 -2.13501 0.00011
H 2.77344 2.13493 -0.00015
H 0.31306 -2.13456 0.00017
H 0.31321 2.13467 -0.00006
H -3.12339 -1.25321 -0.89104
H -3.12347 -1.25367 0.89032
H -3.12366 1.25315 0.89097
H -3.12348 1.25364 -0.89038
*
```

**M**: 115.972 g mol⁻¹
**Structure (SMILES)**: c1ccc(B2CC2)cc1
**Energy above the lowest of the compared OMol25 structures with the same formula, charge and spin**: 0.0 kJ/mol
**DFT total energy**: -335.047401 Ha
**LUMO energy**: 0.189 eV
**Max |F|**: 0.0048 hartree/bohr
**Kohn-Sham gap**: 9.569 eV


[10]
Density functional theory data (ωB97M-V with the def2-TZVPD basis set) for the molecule C8H9BrN2 in a non-equilibrium geometry.

Structure (ORCA input):
```
! wB97M-V def2-TZVPD RIJCOSX def2/J DEFGRID3
* xyz 0 1
C -0.66007 -3.04116 0.53842
C -1.43307 -1.90886 0.31425
C 0.72106 -2.97384 0.47320
C -0.80575 -0.68595 0.03575
C 0.57199 -0.79840 0.00605
C -0.75263 1.78166 -0.14741
C 0.61155 1.77621 -0.73735
C 1.76924 2.41678 -0.06034
N 1.31325 -1.80954 0.18801
N -1.43972 0.48385 -0.24678
Br 0.69121 1.67630 -2.62914
H -1.13893 -3.98211 0.76196
H -2.51173 -1.96409 0.34870
H 1.36557 -3.82327 0.63892
H -0.66863 2.08237 0.90838
H -1.41523 2.49215 -0.65883
H 2.70763 2.00841 -0.43443
H 1.71791 2.24713 1.01345
H 1.78846 3.50060 -0.23915
H -2.43212 0.52175 -0.07368
*
```

**M**: 213.078 g mol⁻¹
**Energy above the lowest of the compared OMol25 structures with the same formula, charge and spin**: 264.1 kJ/mol
**DFT total energy**: -2993.648378 Ha
**LUMO energy (spin up / spin down)**: 0.230 / 0.519 eV
**Max |F|**: 0.0361 hartree/bohr
**Kohn-Sham gap (spin up / spin down)**: 8.149 / 8.306 eV